[1]
A molecular structure, C44H48Cl3N8O6OsTe. Source: the Open Molecules 2025 dataset; level of theory: ωB97M-V with the def2-TZVPD basis set.

Structure (XYZ):
```
111
Properties=species:S:1:pos:R:3:forces:R:3
H -4.9836 1.6408 2.0737 0.0 0.0 0.0
C -0.2646 -2.1021 5.7133 -0.2 -0.2 0.0
C 2.0711 -0.7370 6.2935 -0.1 0.0 0.0
C 1.3731 -1.3887 7.2921 0.1 0.0 0.1
H 3.1415 5.5861 1.2379 0.0 0.0 0.0
H -1.3575 2.5153 4.2289 0.0 0.0 0.0
H -2.3288 -1.2977 -0.5366 0.0 0.0 0.0
H -5.4002 0.8647 -0.2701 0.0 0.0 0.0
H -0.3491 -2.5724 7.7948 0.0 0.0 0.0
H -1.1375 3.6151 0.6493 0.0 0.0 0.0
N -0.7133 -2.5980 -0.2902 0.0 0.0 -0.1
C -4.3092 0.9252 1.6007 0.0 0.0 0.0
H -4.6070 -0.0759 1.9181 0.0 0.0 0.0
C -2.4553 2.5748 1.7724 -0.1 0.0 0.0
H 2.0391 0.5606 -3.4306 0.0 0.1 0.0
C -1.6487 3.4426 -6.8344 0.0 0.0 0.0
N -0.9100 0.3401 0.8491 0.0 0.2 0.9
H 0.8943 -2.5114 -1.6403 0.0 0.0 0.0
O -3.0100 3.5737 2.1823 0.0 0.0 0.0
C 0.1921 1.5863 -4.0606 0.0 -0.1 -0.1
O 1.7818 -5.2318 2.3399 0.0 -0.1 0.0
C -1.1989 -5.0928 -1.5086 0.0 0.0 0.0
N -1.3970 2.6715 0.9005 -0.1 0.0 0.0
H 0.9240 -3.9007 -0.5416 0.0 0.0 0.0
C -1.5713 -3.6449 0.3354 0.1 0.0 0.0
C 2.9310 5.0732 0.3066 0.0 0.0 0.0
Cl -1.7424 -2.9451 5.3658 0.1 0.1 0.0
C 0.2010 -2.0713 7.0121 0.0 0.0 0.0
O -0.1151 -1.5289 3.4455 -0.2 0.5 0.4
C 1.6491 3.5150 1.7267 0.0 -0.1 0.0
H 0.0506 1.4221 -6.1883 0.0 0.0 0.0
C 1.1334 0.3993 -4.0185 0.1 0.0 0.0
H 4.0891 6.4389 -0.8591 0.0 0.0 0.0
H -3.7266 0.3488 -0.4220 0.0 0.0 0.0
H -1.1678 2.8640 -7.6213 0.0 0.0 0.0
H -0.7700 0.8749 3.9211 0.0 0.0 0.0
O -2.1122 -1.0809 2.0312 -0.5 0.2 -0.2
C -1.9647 0.0933 1.6707 0.0 -0.5 -0.1
H 0.6441 -0.4862 -3.6016 0.0 0.0 0.0
C -0.2250 2.3001 -2.9283 -0.1 0.0 0.0
H -0.9382 -4.2732 0.9624 0.0 0.0 0.0
C -1.2209 -3.2388 -2.9917 0.0 0.0 0.0
H -3.5431 -4.2084 -2.2751 0.0 0.0 0.0
C 4.6345 -4.0858 0.6020 0.0 0.0 0.0
H -0.9668 -1.0075 -1.6423 0.0 0.0 0.0
H 1.2502 4.3826 2.2553 0.0 0.0 0.0
H -3.8029 -3.1159 -0.8989 0.0 0.0 0.0
C 0.4059 -1.4696 4.6531 -0.1 -0.2 0.0
C -0.7141 1.6065 0.3545 -0.1 -0.3 0.1
C -4.3876 1.0555 0.0847 0.0 0.0 0.0
H -4.1144 2.0614 -0.2431 0.0 0.0 0.0
H 3.3698 -2.2812 -2.5655 0.0 0.0 0.0
C 3.1988 4.9011 -2.0661 0.0 0.0 0.0
H 2.1644 3.2919 -2.9924 0.0 0.0 0.0
C -2.9265 1.1045 3.7106 0.0 0.0 0.0
H 0.9042 2.7295 1.7265 0.0 0.0 0.0
C -0.2807 1.9722 -5.3146 0.0 0.0 0.0
C 0.2804 -3.2786 -1.1610 0.0 0.1 0.0
H -2.2243 4.5721 -4.4397 0.0 0.0 0.0
C -2.9005 1.1765 2.1713 0.1 0.1 -0.1
H -3.2252 0.0905 3.9798 0.0 0.0 0.0
H 2.9793 -0.1948 6.5098 0.0 0.0 0.0
N -2.2447 -2.5710 -2.1877 0.0 0.0 0.0
C 2.3851 3.7841 -2.0544 0.1 0.0 0.0
C 4.7664 -4.6939 -0.6386 0.0 0.0 0.0
C -1.1061 3.3800 -3.0702 0.0 0.1 -0.1
H 2.4915 3.1303 2.3027 0.0 0.0 0.0
C -1.5817 -1.7756 -1.1656 0.0 0.0 0.1
N 2.0988 -0.5608 0.6811 0.1 -0.1 -0.9
H -2.1038 3.5787 -1.1770 -0.1 0.0 -0.1
H -0.5672 -5.7266 -0.8838 0.0 0.0 0.0
H -2.7260 3.2883 -6.9130 0.0 0.0 0.0
H 4.4278 -4.5202 -2.7525 0.0 0.0 0.0
H -1.7089 -3.8455 -3.7564 0.0 0.0 0.0
H 3.9291 -2.3533 1.6637 0.0 0.0 0.0
H -0.6060 -2.4814 -3.4842 0.0 0.0 0.0
C -1.1475 3.0392 -5.4761 0.0 0.0 0.0
H 5.2359 -5.6659 -0.7148 0.0 0.0 0.0
C 1.5784 -0.7870 5.0020 0.1 0.1 -0.3
C 3.4657 5.5546 -0.8717 0.0 0.0 0.0
Cl 2.4035 0.0553 3.7289 0.0 0.0 0.2
H -3.6980 1.7956 4.0523 0.0 0.0 0.0
C 4.0190 -2.8466 0.7051 0.1 0.0 0.0
H 5.0063 -4.5775 1.4908 0.0 0.0 0.0
Te 0.7009 1.5426 -1.1249 0.3 -0.1 -0.1
Cl 1.9745 -1.3459 8.9264 -0.1 0.0 -0.1
H -2.3107 -3.1480 0.9603 0.0 0.0 0.0
O 3.2125 -0.0130 -1.2373 0.0 -0.1 0.1
C 3.5389 -2.2177 -0.4360 -0.1 0.1 -0.1
H 1.4519 0.1507 -5.0301 0.0 0.0 0.0
Os 0.4724 -1.2462 1.5389 0.2 0.2 -0.3
C -1.5466 3.7311 -4.3382 -0.1 0.0 0.0
C 4.3103 -4.0528 -1.7837 0.0 0.0 0.0
C 2.1235 3.9316 0.3586 0.0 0.1 0.0
H 3.6118 5.2578 -2.9997 0.0 0.0 0.0
C 3.7126 -2.8074 -1.6839 0.0 -0.1 0.1
C -1.5764 4.1969 -1.9011 0.0 0.0 0.0
O 1.7886 0.7551 0.8564 0.3 0.1 0.2
C -3.0453 -3.6010 -1.5173 0.0 0.0 0.0
H -2.2597 4.9801 -2.2240 0.0 0.0 0.0
H -1.6058 1.2414 5.4207 0.0 0.0 0.0
N -2.2252 -4.4681 -0.6720 0.0 0.0 0.0
C -1.5890 1.4557 4.3519 0.0 0.0 0.0
C 1.5201 -4.1169 2.0768 0.0 -0.1 0.1
N 1.2780 -2.9941 1.7698 0.2 -0.2 0.0
H -1.4572 4.4997 -7.0226 0.0 0.0 0.0
H -0.7315 4.6817 -1.4001 0.0 0.0 0.0
C 1.8517 3.3026 -0.8583 -0.1 0.0 0.1
N -0.3579 -4.0966 -2.1801 0.0 0.0 0.0
H -1.6832 -5.7132 -2.2645 0.0 0.0 0.0
C 2.9313 -0.8576 -0.3964 0.0 0.2 0.2
```
Forces are in eV/Å.

Summary:
LUMO energy (spin up / spin down)   0.2 / -1.5 eV
HOMO-LUMO gap (spin up / spin down)   7.05 / 6.60 eV
HOMO energy (spin up / spin down)   -6.897 / -8.114 eV
Spin multiplicity   6

Here are the Löwdin charges for atoms 1 to 6, given in e: H 0.1250; C -0.5710; C -0.1290; C -0.6678; H 0.1182; H 0.0820

[2]
A molecular structure, C44H48ClN12O7PSTl. Source: the Open Molecules 2025 dataset; level of theory: ωB97M-V with the def2-TZVPD basis set.

Structure (XYZ):
```
115
Properties=species:S:1:pos:R:3:forces:R:3
H 0.8315 7.2674 -3.0206 0.0 0.0 0.0
H -3.1588 -4.9390 0.0564 0.0 0.0 0.0
H -2.3042 -6.0662 4.5439 0.0 0.0 0.0
C -4.3928 -2.1492 4.1563 0.0 0.0 0.0
H 0.2640 -3.9231 3.0264 0.0 0.0 0.0
H -5.4267 -2.9306 1.0319 0.0 0.0 0.0
C 6.2806 -1.0210 -0.6658 0.0 0.0 0.0
C -3.4933 -5.0167 1.0965 0.0 -0.1 0.0
C -0.8957 -2.8283 -1.0411 0.0 0.0 0.0
C -0.3279 -4.4571 3.7636 0.0 0.0 0.0
C -2.2840 -2.9708 -2.9741 0.0 0.0 0.0
N -0.9214 0.9390 1.6403 0.2 0.2 -0.1
O -3.0012 0.4765 0.4140 -0.1 0.0 0.0
H -4.1352 -1.7259 1.2062 0.0 0.0 0.0
N 3.4664 -2.0942 -5.5496 0.0 0.1 0.0
C 0.2907 3.4529 -0.9418 0.1 -0.1 0.0
C 6.8072 -1.8306 0.3336 0.0 0.0 0.0
H -4.4742 -5.5012 1.0996 0.0 0.0 0.0
O 1.7865 1.4134 1.4863 0.0 0.0 -0.2
H -2.1432 -1.0250 5.2084 0.0 0.0 0.0
C 5.3137 -2.8431 -1.6042 0.0 -0.1 0.0
H -1.3690 -0.7915 3.6160 0.0 0.0 0.0
C 2.0824 -3.3289 -3.7751 -0.1 0.2 0.0
H 4.9443 1.3464 -3.8467 0.0 0.0 0.0
H 0.9575 0.1484 -2.8751 0.0 0.0 0.0
H -0.1850 6.2086 -3.9968 0.0 0.0 0.0
H 1.4218 -1.2889 2.7581 0.0 -0.1 0.0
H 0.9697 3.7075 1.1792 0.0 0.0 0.1
C -2.0274 2.8358 0.0489 -0.1 0.3 0.0
C -0.1094 5.6609 -1.9231 0.1 -0.1 0.0
H 7.4056 -1.4215 1.1356 0.0 0.0 0.0
H -2.5539 -4.5093 5.3575 0.0 0.0 0.0
N 5.7794 -3.7075 -0.7065 0.0 0.0 0.1
H 1.0854 4.2289 -2.8954 0.0 0.0 0.0
C -1.7530 0.5787 -1.9064 0.1 0.0 0.1
N -3.5819 -3.7045 1.7132 -0.1 -0.1 0.0
C -0.9906 5.8531 -0.6735 0.0 0.1 0.0
C -2.3931 5.0921 -0.8357 -0.1 0.1 0.1
O -3.0511 2.1063 2.2783 0.0 -0.1 0.0
H -1.7883 2.7863 -3.3113 0.0 0.0 0.0
Cl 3.4412 -1.6124 1.5977 -0.1 0.0 0.0
C -2.4881 4.4312 -2.1875 0.0 -0.1 0.0
P -2.3178 -3.0770 2.5839 -0.1 0.2 -0.3
C -2.3168 -0.8860 4.1348 0.0 0.0 0.0
C -2.6025 4.0190 0.2135 0.1 -0.1 0.0
N -1.7351 -4.4096 3.4018 -0.1 -0.1 0.1
O -2.2721 7.9251 -0.5988 0.0 0.0 0.0
N -3.0702 -2.0072 3.5901 0.0 0.1 0.0
C -1.6834 -0.8934 -1.9749 -0.1 0.2 -0.1
C -2.6017 -5.0255 4.3897 0.0 -0.1 0.0
H -0.2302 5.8646 1.4627 0.0 0.0 0.0
Tl 0.6091 -0.3419 0.4067 -0.3 0.7 0.2
H 0.0062 -5.4971 3.8001 0.0 0.0 0.0
C 0.5077 4.4904 -2.0159 -0.1 0.1 0.0
H -2.9813 4.9406 -3.0052 0.0 0.0 0.0
C 0.3985 4.1606 0.3869 -0.1 0.0 0.0
H -2.7789 -3.5457 -3.7453 0.0 0.0 0.0
H -3.2247 4.2089 1.0763 0.0 0.0 0.0
C 2.8925 0.7930 -3.5450 0.0 0.0 0.1
H 4.6991 -3.2506 -2.3987 0.0 0.0 0.0
C -1.5356 -3.6024 -1.9968 0.0 0.0 0.1
C 2.8381 -2.6506 -4.7540 0.0 -0.1 -0.1
C 1.2279 -4.3995 -4.1130 0.1 0.0 -0.2
H 1.0456 2.6714 -0.9972 0.0 0.0 0.0
H 0.6287 7.4210 -0.0751 0.0 0.0 0.0
C -1.1130 2.6806 -1.1642 0.1 -0.2 0.0
N -0.8287 1.2483 -1.3635 -0.2 0.0 -0.1
C 4.1656 1.1423 -3.1229 0.0 -0.1 -0.1
H -2.8656 0.0454 3.9812 0.0 0.0 0.0
H 3.5825 0.8707 0.1947 0.0 0.0 0.0
C -4.3535 -2.7520 0.9150 0.0 0.0 0.0
O -1.2392 -2.4174 1.8178 0.3 -0.1 0.2
C -1.2288 7.3461 -0.4836 0.0 0.2 0.1
H -0.6477 2.7127 2.7895 0.0 0.0 0.0
N 1.8454 -2.3908 -1.4057 0.3 -0.1 -0.1
H -4.3457 -2.3061 5.2408 0.0 0.0 0.0
H -4.9207 -2.9881 3.7081 0.0 0.0 0.0
H -1.4151 -4.6762 -1.9839 0.0 0.0 0.0
C 6.5755 0.4255 -0.6913 0.1 -0.1 0.0
H -0.9147 7.4040 -2.9351 0.0 0.0 0.0
H 1.3264 -2.6613 1.6018 0.1 0.0 0.1
C 6.5208 -3.1799 0.2635 0.0 0.0 0.0
H -0.4595 1.2306 3.6878 0.0 0.0 0.0
H 7.5086 0.7194 -0.2228 0.0 0.0 0.0
C -0.2641 1.6913 2.7148 -0.1 -0.1 0.0
C 5.8129 1.3679 -1.2331 -0.1 0.2 0.0
O 1.8413 2.3930 3.4919 0.0 0.0 0.1
C -1.8609 3.2799 -2.3509 0.0 0.1 0.0
H -4.0976 -2.8575 -0.1452 0.0 0.0 0.0
H -0.1497 -4.0064 4.7479 0.0 0.0 0.0
H -3.1526 5.8653 -0.7341 0.0 0.0 0.0
S -2.3202 1.4973 1.1887 0.0 -0.2 0.1
H 2.6518 0.7070 -4.5946 0.0 0.0 0.0
C 4.4521 1.1387 -1.7687 0.0 0.0 0.1
C 1.2566 1.8299 2.5700 0.1 0.1 0.0
N 0.5196 -5.2694 -4.3946 -0.1 0.0 0.1
O -0.1079 8.0422 -0.1802 0.0 -0.1 0.0
H -2.6646 1.0300 -2.3009 0.0 0.0 0.0
H 6.1829 2.3887 -1.2352 0.0 0.0 0.0
N -0.9489 -1.4992 -1.0509 0.1 -0.2 0.0
H -2.9788 -1.0480 -3.6715 0.0 0.0 0.0
C -0.0952 6.6903 -3.0229 0.0 0.0 0.0
H 6.9000 -3.8655 1.0138 0.0 0.0 0.0
N 2.2023 0.5190 -1.2804 -0.2 -0.1 0.0
C 1.9842 -2.7929 -2.4835 -0.1 -0.1 0.1
H -4.9735 -1.2389 3.9762 0.0 0.0 0.0
C -2.3852 -1.5887 -2.9471 0.0 -0.1 0.0
C 3.4252 0.8496 -0.8740 0.0 -0.1 -0.1
C 1.9509 0.4685 -2.5892 -0.1 0.0 0.0
H -3.6362 -5.0213 4.0490 0.0 0.0 0.0
H -2.7920 -5.6458 1.6395 0.0 0.0 0.0
C -0.2166 5.3221 0.5252 0.0 -0.1 0.0
C 1.6663 -1.6468 1.7631 0.2 -0.3 0.0
N 5.5345 -1.5362 -1.6435 0.0 0.0 0.0
H -0.3111 -3.2729 -0.2511 0.0 0.0 0.0
```
Forces are in eV/Å.

Summary:
LUMO energy   1.8 eV
HOMO-LUMO gap   7.16 eV
HOMO energy   -5.413 eV
Charge   -1

Here are the Löwdin charges for atoms 1 to 6, given in e: H 0.0865; H 0.0673; H 0.0831; C -0.1191; H 0.0545; H 0.0831

In eV, the DFT total energy values for the records above are, in order, -117936.6779 -115961.1683.